{"formula": "C66H174N8O25", "method": "ωB97M-V with the def2-TZVPD basis set", "symbols": ["C", "O", "C", "C", "N", "C", "C", "O", "C", "H", "H", "H", "H", "H", "H", "H", "H", "H", "H", "H", "H", "H", "H", "H", "C", "O", "C", "C", "N", "C", "C", "O", "C", "H", "H", "H", "H", "H", "H", "H", "H", "H", "H", "H", "H", "H", "H", "H", "C", "O", "C", "C", "N", "C", "C", "O", "C", "H", "H", "H", "H", "H", "H", "H", "H", "H", "H", "H", "H", "H", "H", "H", "C", "O", "C", "C", "N", "C", "C", "O", "C", "H", "H", "H", "H", "H", "H", "H", "H", "H", "H", "H", "H", "H", "H", "H", "C", "O", "C", "C", "N", "C", "C", "O", "C", "H", "H", "H", "H", "H", "H", "H", "H", "H", "H", "H", "H", "H", "H", "H", "C", "O", "C", "C", "N", "C", "C", "O", "C", "H", "H", "H", "H", "H", "H", "H", "H", "H", "H", "H", "H", "H", "H", "H", "C", "O", "C", "C", "N", "C", "C", "O", "C", "H", "H", "H", "H", "H", "H", "H", "H", "H", "H", "H", "H", "H", "H", "H", "C", "O", "C", "C", "N", "C", "C", "O", "C", "H", "H", "H", "H", "H", "H", "H", "H", "H", "H", "H", "H", "H", "H", "H", "C", "C", "O", "H", "H", "H", "H", "H", "H", "C", "C", "O", "H", "H", "H", "H", "H", "H", "C", "C", "O", "H", "H", "H", "H", "H", "H", "C", "C", "O", "H", "H", "H", "H", "H", "H", "C", "C", "O", "H", "H", "H", "H", "H", "H", "C", "C", "O", "H", "H", "H", "H", "H", "H", "C", "C", "O", "H", "H", "H", "H", "H", "H", "C", "C", "O", "H", "H", "H", "H", "H", "H", "C", "C", "O", "H", "H", "H", "H", "H", "H"], "coordinates": [[1.9221, -0.8539, -5.2431], [3.1861, -0.5829, -4.6577], [3.0589, -0.1522, -3.3605], [4.4042, -0.1136, -2.6887], [4.9218, -1.4171, -2.5134], [6.2695, -1.3219, -2.0336], [7.1274, -2.5707, -2.2267], [6.8516, -3.8086, -1.6110], [5.6155, -4.3284, -1.9029], [1.9423, -1.0683, -6.3116], [1.1312, -0.1329, -5.0366], [1.5488, -1.7857, -4.8183], [2.2941, -0.7691, -2.8887], [2.6515, 0.8587, -3.3706], [4.3302, 0.3053, -1.6851], [5.1307, 0.4926, -3.2298], [4.6151, -1.8074, -3.3930], [5.9760, -1.3528, -0.9843], [6.7796, -0.4174, -2.3651], [8.1432, -2.3193, -1.9218], [7.4320, -2.6775, -3.2678], [4.8838, -3.6811, -1.4195], [5.4280, -5.3269, -1.5082], [5.4574, -4.2139, -2.9753], [5.2968, -6.3796, 12.4424], [4.1570, -5.5630, 12.2281], [3.0685, -6.1814, 11.5615], [1.8596, -5.2635, 11.3403], [2.1889, -4.3876, 10.2716], [1.1747, -3.4341, 9.9393], [0.1916, -4.1384, 8.9568], [-0.6128, -3.2613, 8.1551], [-0.0310, -2.4604, 7.2070], [5.4598, -7.0189, 11.5747], [5.0471, -6.9573, 13.3323], [6.1232, -5.7500, 12.7720], [2.5679, -6.8687, 12.2435], [3.3773, -6.7923, 10.7132], [1.6574, -4.6323, 12.2057], [1.0329, -5.9402, 11.1243], [3.0338, -3.8726, 10.4742], [1.7386, -2.6542, 9.4276], [0.6558, -2.9145, 10.7448], [-0.4590, -4.6923, 9.6337], [0.4540, -5.0248, 8.3792], [-0.6775, -1.6254, 6.9371], [0.3024, -2.9664, 6.3010], [0.7771, -1.8787, 7.6506], [1.6102, 2.1341, -0.6838], [1.1700, 0.7577, -0.6064], [-0.0979, 0.5752, -1.1549], [-0.3302, -0.9530, -1.3360], [-0.6574, -1.5028, -0.0130], [-0.8193, -2.9401, -0.0679], [-0.5565, -3.7795, 1.2416], [0.1458, -5.0584, 1.0873], [1.5432, -4.7630, 0.8769], [1.7998, 2.4841, -1.6985], [2.5486, 2.2501, -0.1415], [0.8476, 2.7346, -0.1880], [-0.0409, 1.0840, -2.1172], [-0.8115, 1.0556, -0.4855], [0.6614, -1.3744, -1.5009], [-0.9511, -1.0944, -2.2207], [0.0072, -1.1433, 0.6572], [-0.3149, -3.4327, -0.8992], [-1.8325, -3.2362, -0.3395], [-1.4706, -4.0548, 1.7677], [0.0681, -3.1595, 1.8847], [1.9559, -4.5853, 1.8700], [1.7596, -3.8919, 0.2584], [1.8644, -5.6665, 0.3586], [-0.3905, 6.2244, 5.5091], [-0.3455, 5.1983, 4.5266], [-1.4894, 4.3486, 4.5764], [-1.0648, 3.0720, 3.7005], [-2.1124, 2.0703, 3.7411], [-1.6845, 0.7550, 3.4053], [-2.9038, -0.1603, 3.4944], [-3.0766, -0.5025, 4.8282], [-3.7335, -1.7237, 5.2719], [-0.1653, 5.9468, 6.5388], [-1.2125, 6.9389, 5.4657], [0.3942, 6.8508, 5.0849], [-2.3835, 4.8466, 4.2012], [-1.8127, 4.1971, 5.6062], [-0.2573, 2.6990, 4.3305], [-0.7359, 3.4424, 2.7296], [-2.4930, 2.1717, 4.6711], [-0.9318, 0.4054, 4.1119], [-1.3410, 0.8372, 2.3741], [-2.7590, -1.0662, 2.9058], [-3.8258, 0.3356, 3.1910], [-3.6863, -1.7275, 6.3608], [-3.2931, -2.5774, 4.7568], [-4.7471, -1.7867, 4.8760], [-3.0154, -3.0303, -2.9707], [-3.7495, -3.9068, -2.0894], [-3.6376, -5.3057, -2.2159], [-2.6673, -5.9449, -1.2456], [-3.1966, -7.2937, -0.9732], [-2.6259, -7.8646, 0.2873], [-3.1546, -7.0890, 1.4930], [-4.5372, -6.8277, 1.2623], [-5.2208, -6.4478, 2.4237], [-3.2376, -2.0295, -2.6003], [-3.3897, -2.8764, -3.9827], [-1.9527, -3.2701, -3.0048], [-3.3052, -5.6242, -3.2039], [-4.5864, -5.7804, -1.9657], [-2.5055, -5.4086, -0.3105], [-1.7130, -6.0416, -1.7633], [-4.1127, -7.1804, -0.5632], [-1.5389, -7.9003, 0.2150], [-3.0462, -8.8676, 0.3613], [-2.7710, -6.0866, 1.6832], [-2.9520, -7.6544, 2.4027], [-4.7804, -5.5602, 2.8778], [-5.2515, -7.2592, 3.1508], [-6.2303, -6.0826, 2.2348], [4.1816, 3.9255, -2.5848], [3.3562, 3.5861, -3.7074], [4.0201, 3.8316, -4.8889], [3.0980, 3.1429, -5.9832], [1.9951, 3.9519, -6.5257], [2.4648, 4.9539, -7.4833], [1.4874, 6.0416, -7.7810], [1.4160, 6.9576, -6.6915], [0.3580, 7.9369, -6.7847], [4.9319, 3.1512, -2.4247], [3.5287, 3.9467, -1.7122], [4.6360, 4.9163, -2.5885], [4.9880, 3.3330, -4.9398], [4.2104, 4.8933, -5.0461], [2.6186, 2.2642, -5.5518], [3.6226, 2.7523, -6.8551], [1.7241, 4.4565, -5.6938], [2.6182, 4.4881, -8.4568], [3.4652, 5.3178, -7.2488], [0.5861, 5.5768, -8.1804], [1.8464, 6.4220, -8.7373], [-0.6486, 7.5479, -6.9385], [0.5340, 8.5914, -7.6383], [0.3653, 8.4225, -5.8089], [-2.2047, 6.9336, -0.8485], [-2.2972, 8.3626, -1.0725], [-3.1829, 8.8098, -2.1354], [-2.2791, 8.9870, -3.3254], [-2.8438, 8.6053, -4.5949], [-3.5214, 9.6428, -5.4079], [-4.9100, 10.1012, -4.7519], [-5.6687, 11.0166, -5.6554], [-6.2395, 10.5016, -6.8455], [-2.3093, 6.3140, -1.7392], [-3.0644, 6.5819, -0.2781], [-1.3088, 6.7386, -0.2591], [-3.5038, 9.8100, -1.8440], [-4.0888, 8.2395, -2.3407], [-1.4098, 8.3645, -3.1134], [-2.0140, 10.0363, -3.4548], [-2.2984, 7.9097, -5.0836], [-3.6490, 9.2921, -6.4320], [-2.8386, 10.4828, -5.5353], [-4.7752, 10.6776, -3.8366], [-5.4924, 9.1968, -4.5764], [-5.4353, 10.1202, -7.4748], [-6.8087, 11.1690, -7.4925], [-6.8644, 9.6263, -6.6681], [1.9862, 6.0222, -1.1362], [2.0796, 5.1601, 0.0118], [2.4255, 5.7375, 1.2015], [2.9317, 4.5425, 2.0717], [4.2947, 4.0335, 1.6813], [4.9866, 3.3149, 2.6885], [6.1779, 2.6069, 2.2247], [5.9032, 1.5359, 1.2535], [7.1891, 0.9085, 0.8683], [1.1761, 6.7372, -0.9925], [1.7399, 5.4065, -2.0012], [2.8868, 6.6043, -1.3314], [1.5374, 6.1537, 1.6770], [3.1233, 6.5551, 1.0206], [2.1958, 3.7385, 2.0793], [2.7701, 4.8645, 3.1005], [4.1649, 3.3953, 0.9093], [4.3149, 2.6129, 3.1825], [5.3044, 4.0328, 3.4446], [6.6421, 2.2945, 3.1602], [6.9608, 3.2410, 1.8086], [7.9894, 1.6079, 0.6268], [7.0193, 0.2255, 0.0360], [7.5863, 0.3301, 1.7024], [-0.7917, 4.2499, -2.9445], [-0.1927, 4.8674, -4.1989], [-0.2773, 6.3054, -4.0571], [-0.8100, 3.1604, -2.9725], [-1.8508, 4.4793, -2.8267], [-0.1164, 4.5212, -2.1330], [-0.5793, 4.3587, -5.0819], [0.8712, 4.6373, -4.2554], [0.4317, 6.7283, -4.5472], [-6.1243, -1.4146, 0.9314], [-5.8050, -2.9269, 0.8910], [-4.4525, -3.1285, 0.7442], [-6.0505, -0.9277, -0.0410], [-5.3561, -0.8208, 1.4269], [-7.0521, -1.1081, 1.4143], [-6.4477, -3.2859, 0.0871], [-6.0352, -3.4241, 1.8332], [-4.2897, -3.2692, -0.1914], [2.2993, -7.6393, 2.8321], [1.1118, -8.3718, 2.3316], [-0.1966, -7.7640, 2.4375], [3.1419, -8.2931, 3.0573], [2.0129, -6.9558, 3.6314], [2.6786, -7.0468, 1.9996], [1.0175, -9.3817, 2.7306], [1.3380, -8.5753, 1.2849], [-0.1405, -6.9222, 1.9795], [-4.6777, 3.0877, -0.6952], [-3.8159, 2.8284, 0.5297], [-4.1368, 3.4958, 1.6704], [-5.6406, 2.5927, -0.5686], [-4.1055, 2.8275, -1.5857], [-4.9544, 4.1397, -0.7640], [-2.8759, 3.3242, 0.2872], [-3.6023, 1.7716, 0.6900], [-3.6522, 3.2764, 2.4695], [-5.3369, 1.7043, -4.1242], [-3.8658, 1.6214, -4.2866], [-3.5172, 0.9434, -5.4487], [-5.5758, 0.6474, -4.0062], [-5.8105, 2.1163, -5.0152], [-5.5358, 2.3212, -3.2478], [-3.3266, 1.1378, -3.4721], [-3.4114, 2.6113, -4.3292], [-3.8049, 1.4035, -6.2407], [-2.1460, -7.2580, 5.4901], [-2.4791, -7.4868, 6.9542], [-1.5614, -8.3431, 7.3941], [-2.0494, -8.1974, 4.9458], [-1.2015, -6.7141, 5.4796], [-2.8290, -6.5289, 5.0541], [-3.4614, -7.8611, 7.2425], [-2.2992, -6.5488, 7.4795], [-1.5285, -8.2459, 8.3486], [1.6338, -4.4973, -3.4530], [1.5999, -4.7873, -4.9379], [2.7101, -5.3696, -5.5251], [0.6761, -4.2365, -3.0026], [2.1409, -3.5353, -3.3789], [2.2333, -5.1897, -2.8619], [1.2444, -3.9236, -5.4999], [0.7529, -5.4127, -5.2198], [2.6219, -6.3253, -5.5061], [3.4511, -0.2398, 2.9160], [2.4055, -1.4213, 2.7416], [1.2117, -0.8724, 2.3184], [3.4577, 0.2255, 3.9017], [3.3301, 0.4712, 2.0987], [4.4467, -0.6394, 2.7235], [2.4089, -2.0831, 3.6076], [2.7457, -2.1678, 2.0239], [1.5085, -0.2782, 1.6252], [-1.7349, -2.0844, -7.1837], [-1.6548, -3.6018, -6.8367], [-2.2202, -4.3761, -7.8921], [-0.9247, -1.8695, -7.8804], [-1.5523, -1.3986, -6.3564], [-2.6910, -1.8401, -7.6466], [-2.1508, -3.7910, -5.8848], [-0.6414, -3.9778, -6.6957], [-2.2775, -5.2862, -7.5921]], "forces_ev_per_a": [[-0.2960, -1.0758, 0.2975], [0.0400, -0.3835, -2.4009], [-0.6161, 1.2691, 0.8097], [-0.7263, 0.6398, 1.2433], [-1.4757, -0.4005, -1.4713], [-0.9087, -2.7078, 0.9666], [1.9549, 0.5153, -0.6794], [1.5309, 0.6297, 0.6792], [-1.7559, 0.8957, -0.1752], [0.6581, 0.4847, -0.0128], [0.2932, 0.6190, 0.0248], [-0.1562, -0.2545, 0.2977], [0.2825, -0.2555, 0.7677], [-0.1502, 0.4134, 0.1415], [-0.3755, 0.6333, 0.0914], [-0.1445, 0.5649, -0.4991], [1.4662, -1.2048, -0.4035], [1.2127, 0.9003, 0.6970], [0.3107, 0.0248, 0.0462], [-0.0154, 0.1680, 0.9884], [-1.0491, -0.5337, -0.8338], [-0.5479, -0.0801, -0.0655], [0.6811, -0.1234, -0.2724], [-0.3806, -0.6643, -0.2813], [-1.3216, 0.0445, 0.8613], [-0.2577, 1.0885, -0.9656], [-1.0017, -0.7134, 2.0380], [2.0298, -0.0524, -0.2687], [0.0910, 0.5962, -0.6259], [0.4994, -0.0493, -2.6333], [-1.1854, 0.4977, 0.5701], [-1.2616, -1.0956, 1.4284], [1.1006, 1.3759, -0.0482], [0.5164, 0.0306, 0.0665], [0.2493, -0.7576, -0.0527], [0.0820, 0.0630, -0.6869], [0.5691, -0.8562, 0.5286], [0.0079, 0.4736, -0.4670], [-0.2324, -0.5692, 0.7540], [-0.1983, 0.2857, -0.1756], [0.1982, -0.3530, 0.2900], [-0.3280, 0.2446, -0.3192], [-0.3103, -0.3553, 0.3830], [-1.0010, 0.5375, 0.1005], [1.6044, 0.5007, -0.5010], [-0.7387, -0.4741, -0.1818], [0.0787, -0.2239, -0.0415], [0.7650, -0.2477, -0.1140], [-0.4955, -0.7603, 0.7182], [1.9767, 0.5412, 0.6742], [0.2271, -0.6282, -0.7845], [1.4092, 1.6380, 1.4992], [-1.5194, -0.2691, -0.7708], [-0.7318, -1.8926, 0.6310], [0.5256, 0.0080, 0.0046], [-0.1593, 2.1354, -0.9182], [-0.9949, -0.9890, 0.1483], [-0.3328, -0.1945, -0.2918], [-0.0746, -0.3097, 0.1293], [0.0818, 0.4093, -0.1381], [-0.6851, -0.0035, -0.3840], [-0.6013, -0.0859, -0.1844], [0.2636, 0.0782, -1.1004], [-0.5931, -0.5496, 0.6214], [0.0818, -0.5632, 0.0778], [1.0683, 0.0994, -0.1376], [-0.4916, 0.6605, 0.0488], [-0.0981, 0.3258, -0.1679], [-0.1039, 0.0997, 0.3747], [0.5680, -0.2608, -0.0942], [-0.3960, 0.0783, -0.2135], [0.8124, 0.1830, 0.2942], [1.4185, 1.1792, -1.5013], [-1.3774, -0.2866, 0.9137], [0.3889, -0.4399, -1.4825], [-0.6329, 1.3461, 2.8856], [-0.7080, 2.4216, -0.3414], [-1.1928, -0.2609, -0.1081], [-0.0202, -0.9953, -0.3461], [-0.0645, -0.6120, 2.6675], [0.3379, 1.0935, -1.9871], [-0.0934, -0.4307, -0.0856], [-0.8535, -0.6417, -0.0408], [0.5248, 0.2853, 0.8360], [-0.0086, 0.2731, -0.7919], [0.5795, -0.9231, 0.3903], [0.9160, -0.0496, -0.5760], [-0.1030, -0.3617, -0.1013], [-0.2603, -0.7471, 0.1304], [0.4181, -0.3720, -0.3043], [0.3609, -0.5072, 0.0014], [0.0658, -0.1163, -0.3678], [0.0856, 0.2662, -0.6509], [0.0402, -0.2053, -0.3087], [0.6851, -0.2784, 0.5111], [-0.5013, 0.4726, 0.4304], [-0.7539, 0.1032, 0.5797], [-0.0379, 0.9887, -0.6383], [0.3626, -0.2998, 0.2098], [0.1995, -0.8681, 0.0986], [0.7546, -0.3807, 1.0548], [-0.1761, 0.5486, -0.9048], [0.0763, 0.5377, 0.3306], [-0.5854, -0.6996, 0.0176], [-0.0884, 0.5788, 0.4205], [0.6506, 0.0084, 0.6256], [-0.3375, -1.1383, -0.3589], [0.0610, 0.1189, 0.1533], [-0.4234, 0.2252, -0.3387], [-0.4025, 0.4845, -0.4317], [-0.1741, 0.5396, -0.1131], [0.3580, -0.1033, 0.3215], [-0.8452, 0.4599, -1.0264], [-0.0851, -0.0697, 0.3567], [0.2905, -0.1619, 0.0328], [0.8886, 0.0254, -0.2274], [-0.3121, -0.2211, 0.1407], [0.6186, 0.0321, 0.2402], [-0.0139, -0.0575, 0.1265], [-0.1227, -0.5589, -0.6162], [-0.9414, -0.4562, 0.6692], [0.4024, 0.7333, 1.8158], [-0.7137, -1.4537, -2.4396], [0.1470, 0.2456, -0.5540], [0.6037, 0.5910, 0.6185], [0.2948, -0.9091, -0.2203], [0.6295, -0.1740, -0.4988], [-1.2896, -0.2529, -0.7402], [0.6303, -0.4527, -0.0256], [0.2446, 0.0277, -0.1167], [0.0279, -0.1999, 0.0209], [0.1082, 0.0986, -0.6633], [0.2904, -0.1854, 0.2595], [-0.2354, 0.2772, -0.1921], [0.3157, -0.0116, 0.4653], [0.5689, 0.1135, 0.1309], [-0.6462, 0.3302, -0.2193], [-0.0586, -0.5206, -0.0842], [0.0790, 0.5490, 0.3493], [-0.9297, 0.0422, 1.1232], [0.4163, 1.3267, 0.1427], [0.0310, -0.6819, 0.0842], [0.2361, 0.4054, 0.2358], [0.0127, 0.4957, -0.3521], [-1.1653, 0.7248, -0.0056], [-0.8536, -0.8855, 0.1996], [1.0578, 0.6383, 1.0463], [-0.1300, -0.1034, -1.4247], [-1.2074, -0.3386, -0.8634], [0.0822, -0.2381, 1.1173], [0.3036, 0.2233, -2.7687], [0.2565, 0.1293, 0.9759], [1.1470, -1.6224, 0.0137], [0.7796, 0.3636, -0.4365], [-0.1614, 0.2290, 0.5364], [0.0538, 0.0089, -0.3609], [-0.2306, -0.0769, 0.4552], [0.2670, -0.6043, 0.1749], [0.1378, 0.2216, -0.2556], [0.5326, 0.2461, 0.5673], [-0.1672, 0.2969, -0.1268], [-0.4168, -0.3626, 0.1772], [-0.1319, 0.6233, 0.2519], [0.0382, -0.0984, -0.1402], [-0.1165, -0.0217, 0.1521], [0.1583, -0.0328, -0.3356], [0.1182, 0.7371, 0.8346], [-0.3157, -0.0744, 0.3370], [-0.5739, -0.1499, 0.8099], [-0.2568, -0.5239, -3.0825], [0.2592, -1.0004, 1.2002], [0.3947, 0.8299, -0.1105], [-1.6974, 1.3494, -0.7390], [-1.1055, 0.5240, 0.7869], [1.4054, -1.1242, -0.7585], [1.9614, 0.5149, 0.6539], [-1.1508, 0.0838, 0.6883], [-0.1976, 0.1145, -0.0291], [0.1774, 0.0101, 0.1055], [0.3524, -0.1793, 0.1564], [-0.2048, 0.2050, 0.2905], [0.5376, -0.1021, 0.4390], [-0.3062, -0.1882, -0.7384], [1.2448, 0.1642, 0.4017], [-0.1178, 0.1076, -0.3256], [-0.0510, -0.4198, 0.3517], [0.1468, -0.0286, 0.2436], [0.1704, -1.1031, 0.0102], [-0.2833, 0.4799, -0.4275], [-0.3422, 0.4895, -0.2543], [-0.1893, 0.2902, 0.0957], [-0.1933, -0.1627, 0.2173], [0.4212, -0.4225, -0.3713], [0.7309, -0.0677, 0.7723], [-0.8098, -0.6598, -0.3221], [0.3773, -0.1798, -0.3565], [0.1952, 0.6150, 0.2943], [-0.7681, 0.1685, 0.4545], [-0.6366, 0.8851, -0.4843], [0.0522, -0.2349, 0.5284], [0.1711, -0.2719, -0.2690], [0.6187, 0.7770, 0.3214], [-1.3807, 1.6731, 0.8349], [1.2159, -0.4716, -0.7550], [-0.4874, -0.4589, -0.4916], [0.2993, -0.4718, 0.6603], [-0.2534, -0.3833, -0.1839], [0.2705, -0.7873, -0.0810], [-0.6506, 0.1410, 0.0289], [0.5166, -0.1086, -0.4157], [0.4334, 1.1529, -0.1333], [-1.2432, -1.4889, -1.0737], [1.2755, -0.3844, 0.3514], [-0.2619, -0.1180, 0.5140], [0.3835, -0.1826, 0.3189], [0.0301, 0.4142, 0.1846], [-0.1651, 0.1905, 0.5472], [-0.3300, -0.0385, -0.4610], [-0.1013, 0.5482, -0.1584], [-0.7859, 0.2827, 1.1901], [2.6323, 0.3168, -1.2008], [-2.8145, 1.4821, 1.6385], [0.0227, -0.4419, -0.5504], [-0.3139, -0.3086, 0.0419], [0.3374, 0.2191, 0.0503], [0.8845, -0.6122, -0.7897], [-0.2579, -0.2951, -0.0570], [0.5150, -0.8113, -0.2061], [0.1815, -0.5230, 0.5170], [1.2177, 1.5217, -0.2906], [0.6848, -1.3163, -0.9224], [-1.0195, 0.1881, 0.2149], [-0.0351, 0.0177, 0.0806], [-0.5291, -0.2753, -0.0202], [-0.3783, -0.3310, 0.1658], [0.0176, 0.4807, 0.0916], [-0.1270, 0.1890, 0.1443], [-0.4744, 0.8017, 0.3385], [-1.2520, 2.2833, -1.0538], [2.9334, -2.8886, 1.9119], [-0.1688, 0.2149, -0.1406], [0.2862, -0.3887, -0.0851], [-0.3770, -0.4077, -0.3609], [-0.6140, 0.2252, -0.6662], [-0.5945, 0.6208, -0.0456], [0.2770, -0.4236, 0.0809], [0.9647, 1.3158, -0.1304], [-2.7121, -0.7669, -0.4548], [1.4281, 0.1788, -0.1687], [-0.2852, -0.6889, -0.1348], [0.5126, 0.1195, 0.3044], [-0.3824, -0.2649, -0.0463], [0.9336, 0.6545, 0.0237], [-0.4069, -0.6270, 0.5970], [-0.0045, 0.0716, 0.0892], [0.0585, -1.8827, -0.4587], [2.7043, 0.4240, 0.2322], [-1.2804, -0.0282, 0.3116], [-0.3370, 0.0766, -0.1700], [-0.2554, 0.2752, 0.1716], [0.1970, -0.0357, 0.2590], [-1.0045, 0.6534, 0.6768], [0.4655, 0.2882, -0.7420], [-0.3931, 0.4476, -0.3630], [0.7650, -0.9934, -0.2771], [-0.0700, 0.5519, 0.1712], [-0.2931, 0.4066, -0.0144], [-0.1868, 0.0635, -0.3527], [-0.2315, -0.3435, 0.3524], [0.0339, -0.1058, 0.0774], [-0.4059, -0.0411, 0.0491], [0.3678, 0.5342, 0.0232], [-0.0055, -0.0579, -0.0294]], "homo_lumo_gap_ev": 8.79, "e_above_lowest_kcal_mol": 144.3, "homo_energy_ha": -0.305, "lumo_energy_ev": 0.48}